(1)
Entry from OMol25: a cluster of 2 separate species, C4H4 in total (ωB97M-V/def2-TZVPD).

## Properties
SMILES: C#C.C#C
frontier orbital gap: 11.12 eV
HOMO level: -9.86 eV
molecular weight: 52.1 g/mol

Last column: Mulliken charge in e.
Geometry (Å):
1 C -0.15 0.62 1.24  -0.59
2 C 0.66 1.49 0.99  -0.22
3 H -0.87 -0.12 1.56  0.42
4 H 1.44 2.17 0.79  0.38
5 C -0.85 -0.83 -1.20  -0.51
6 C 0.22 -1.45 -1.13  -0.15
7 H -1.68 -0.18 -1.51  0.35
8 H 1.22 -1.71 -0.74  0.32

(2)
Entry from OMol25: the molecule C4H4 (ωB97M-V/def2-TZVPD).

## Properties
SMILES: C=C=C=C
frontier orbital gap: 9.53 eV
HOMO level: -9.14 eV
molecular weight: 52.1 g/mol

Last column: Mulliken charge in e.
Geometry (Å):
1 C 1.89 0.02 0.21  -0.69
2 C 0.62 0.03 -0.18  0.28
3 C -0.64 -0.06 -0.13  0.30
4 C -1.88 0.02 0.20  -0.79
5 H 2.40 -0.92 0.45  0.24
6 H 2.62 0.97 0.22  0.20
7 H -2.44 -0.91 0.46  0.22
8 H -2.36 1.01 0.14  0.24

It comes down to (2), which is 35.9 kcal/mol more stable than the next structure.

(1)
Entry from OMol25: a cluster of 2 separate species, C5H12Cl2Si in total (ωB97M-V/def2-TZVPD).

## Properties
frontier orbital gap (alpha / beta): 7.85 / 7.85 eV
HOMO level (alpha / beta): -9.02 / -7.91 eV
molecular weight: 171.1 g/mol

Last column: Mulliken charge in e.
Geometry (Å):
1 C -0.83 0.71 -1.32  -1.67
2 C 0.82 2.26 -0.26  -1.65
3 C 1.32 -0.19 -0.44  -1.59
4 C -0.97 -3.90 0.79  -0.91
5 C 0.22 0.85 -0.22  1.54
6 Si -0.61 0.59 1.52  0.30
7 Cl 0.71 0.97 3.03  -0.25
8 Cl -2.17 1.90 1.72  -0.26
9 H -0.39 0.95 -2.29  0.39
10 H -1.23 -0.29 -1.36  0.40
11 H -1.66 1.40 -1.16  0.41
12 H 0.04 3.01 -0.15  0.41
13 H 1.30 2.41 -1.23  0.39
14 H 1.56 2.40 0.52  0.42
15 H 1.75 -0.06 -1.43  0.39
16 H 2.11 -0.08 0.30  0.41
17 H 0.92 -1.20 -0.37  0.35
18 H -0.08 -4.38 1.14  0.30
19 H -1.73 -3.63 1.47  0.30
20 H -1.09 -3.71 -0.26  0.31

(2)
Entry from OMol25: a cluster of 2 separate species, C5H12Cl2Si in total (ωB97M-V/def2-TZVPD).

## Properties
frontier orbital gap: 7.73 eV
HOMO level: -8.40 eV
molecular weight: 171.1 g/mol

Last column: Mulliken charge in e.
Geometry (Å):
1 C -1.14 -1.50 -0.90  -1.71
2 C 0.78 0.04 -0.97  -1.65
3 C 1.11 -2.58 -0.62  -1.39
4 C -0.94 3.89 1.59  -0.17
5 C 0.23 -1.29 -0.32  1.28
6 Si 0.14 -0.60 1.42  -0.01
7 Cl -1.28 4.83 0.19  -0.15
8 Cl 0.80 3.82 1.96  -0.15
9 H -1.77 -0.63 -0.63  0.43
10 H -1.29 -1.65 -1.92  0.44
11 H -1.70 -2.34 -0.46  0.40
12 H 1.89 0.14 -0.73  0.37
13 H 0.21 0.81 -0.57  0.52
14 H 0.65 -0.01 -2.05  0.36
15 H 0.97 -3.16 0.31  0.39
16 H 0.83 -3.10 -1.56  0.32
17 H 2.09 -2.26 -0.76  0.38
18 H -1.43 4.46 2.33  0.32
19 H -1.14 2.77 1.49  0.13
20 H 0.99 -1.66 2.20  -0.12

It comes down to (1), which is 67.8 kcal/mol more stable than the next structure.

(1)
Entry from OMol25: the molecule C3H4N2OS (ωB97M-V/def2-TZVPD).

## Properties
SMILES: C1=NN=CSCO1
frontier orbital gap: 8.34 eV
HOMO level: -8.07 eV
molecular weight: 116.1 g/mol

Last column: Mulliken charge in e.
Geometry (Å):
1 C -1.79 0.06 -0.26  0.25
2 N -1.11 1.12 -0.09  -0.09
3 N -0.01 1.68 0.30  -0.56
4 C 1.16 1.13 0.04  0.00
5 S 1.37 -0.55 -0.26  -0.11
6 C 0.02 -1.28 0.45  -0.34
7 O -1.21 -1.11 -0.04  -0.33
8 H -3.02 0.15 -0.41  0.29
9 H 2.16 1.81 0.09  0.30
10 H 0.17 -2.41 0.39  0.22
11 H -0.03 -0.89 1.49  0.36

(2)
Entry from OMol25: a cluster of 2 separate species, C3H4N2OS in total (ωB97M-V/def2-TZVPD).

## Properties
SMILES: CC#[N+][S-].N=C=O
frontier orbital gap: 9.01 eV
HOMO level: -8.52 eV
molecular weight: 116.1 g/mol

Last column: Mulliken charge in e.
Geometry (Å):
1 C -0.83 -0.67 -0.22  -1.18
2 C 0.59 -0.57 -0.15  0.62
3 N 1.74 -0.74 -0.10  -0.07
4 S 3.28 -0.96 0.03  -0.29
5 H -1.42 0.16 -0.37  0.36
6 H -1.37 -0.90 0.78  0.27
7 H -1.08 -1.43 -0.88  0.31
8 N 2.45 1.99 0.26  -0.37
9 C 1.29 2.06 0.05  0.52
10 O 0.23 2.29 -0.27  -0.44
11 H 3.26 1.52 0.60  0.28

It comes down to (2), which is 51.7 kcal/mol more stable than the next structure.

(1)
Entry from OMol25: the molecule C3H4N2OS (ωB97M-V/def2-TZVPD).

## Properties
SMILES: Nn1ccc(=S)o1
frontier orbital gap: 8.05 eV
HOMO level: -8.39 eV
molecular weight: 116.1 g/mol

Last column: Mulliken charge in e.
Geometry (Å):
1 N 1.03 0.04 2.39  -0.59
2 N 0.54 -0.56 1.25  0.32
3 C -0.80 -0.87 1.18  -0.29
4 C -1.38 -0.54 0.00  -0.14
5 C -0.35 0.22 -0.66  0.16
6 S -0.07 0.59 -2.31  -0.29
7 O 0.82 0.34 0.17  -0.27
8 H 1.71 -0.45 3.01  0.22
9 H 0.60 1.09 2.57  0.26
10 H -1.33 -1.33 2.09  0.32
11 H -2.31 -0.68 -0.67  0.32

(2)
Entry from OMol25: the molecule C3H4N2OS (ωB97M-V/def2-TZVPD).

## Properties
SMILES: Nn1ccc(=S)o1
frontier orbital gap: 8.67 eV
HOMO level: -8.52 eV
molecular weight: 116.1 g/mol

Last column: Mulliken charge in e.
Geometry (Å):
1 N 1.75 -0.96 0.14  -0.62
2 N 0.72 -0.29 -0.47  0.29
3 C 0.40 1.03 -0.16  -0.31
4 C -0.93 1.18 0.00  -0.36
5 C -1.55 -0.16 -0.07  0.32
6 S -3.10 -0.55 -0.06  -0.34
7 O -0.56 -1.03 -0.23  -0.30
8 H 1.51 -1.26 1.11  0.28
9 H 1.96 -1.80 -0.41  0.29
10 H 1.22 1.69 -0.05  0.40
11 H -1.42 2.14 0.20  0.36

(3)
Entry from OMol25: a cluster of 2 separate species, C3H4N2OS in total (ωB97M-V/def2-TZVPD).

## Properties
frontier orbital gap: 8.48 eV
HOMO level: -9.12 eV
molecular weight: 116.1 g/mol

Last column: Mulliken charge in e.
Geometry (Å):
1 C -0.76 -0.06 0.96  -0.04
2 C 0.78 1.31 -0.73  -0.09
3 C 0.34 -1.02 -0.96  0.14
4 H -1.92 -1.02 2.05  0.32
5 H 0.09 0.66 1.99  0.20
6 H 1.52 1.18 -1.51  0.36
7 H 0.02 -2.09 -0.50  0.30
8 N -1.77 -0.96 0.81  -0.51
9 N 0.04 0.19 -0.26  0.14
10 O 0.91 -0.82 -2.01  -0.51
11 S 0.75 2.62 0.17  -0.31

(4)
Entry from OMol25: the molecule C3H4N2OS (ωB97M-V/def2-TZVPD).

## Properties
SMILES: Oc1cc(S)[nH]n1
frontier orbital gap: 9.29 eV
HOMO level: -8.58 eV
molecular weight: 116.1 g/mol

Last column: Mulliken charge in e.
Geometry (Å):
1 O 2.45 -0.60 0.02  -0.50
2 C 1.22 -0.09 0.00  0.40
3 C 0.02 -0.82 -0.02  -0.23
4 C -0.96 0.06 -0.01  0.07
5 S -2.75 -0.08 0.02  -0.24
6 N -0.36 1.27 0.01  0.30
7 N 0.97 1.21 -0.02  -0.91
8 H 3.09 0.15 0.10  0.36
9 H -0.05 -1.87 -0.05  0.42
10 H -2.83 -1.41 -0.04  0.14
11 H -0.80 2.18 -0.01  0.20

It comes down to (4), which is 48.0 kcal/mol more stable than the next structure.

(1)
Entry from OMol25: the molecule C3H4N2OS (ωB97M-V/def2-TZVPD).

## Properties
SMILES: On1cncc1S
frontier orbital gap: 9.61 eV
HOMO level: -9.14 eV
molecular weight: 116.1 g/mol

Last column: Mulliken charge in e.
Geometry (Å):
1 O 0.45 1.96 -0.21  -0.43
2 N 0.64 0.65 0.10  0.34
3 C 1.87 0.10 0.10  -0.01
4 N 1.73 -1.21 -0.07  -0.59
5 C 0.35 -1.47 -0.05  -0.17
6 C -0.34 -0.36 -0.08  0.06
7 S -2.01 -0.09 -0.03  -0.29
8 H 0.21 2.56 0.52  0.35
9 H 2.89 0.46 0.55  0.29
10 H -0.11 -2.50 -0.19  0.33
11 H -2.25 -0.49 1.19  0.12

(2)
Entry from OMol25: the molecule C3H4N2OS (ωB97M-V/def2-TZVPD).

## Properties
SMILES: Nc1ncc(S)o1
frontier orbital gap: 9.27 eV
HOMO level: -8.51 eV
molecular weight: 116.1 g/mol

Last column: Mulliken charge in e.
Geometry (Å):
1 N -2.63 -0.78 0.07  -0.45
2 C -1.46 -0.09 0.00  0.53
3 N -1.32 1.21 -0.01  -0.58
4 C 0.06 1.38 0.02  -0.18
5 C 0.68 0.17 0.02  0.16
6 S 2.34 -0.32 -0.09  -0.26
7 O -0.32 -0.80 0.01  -0.31
8 H -2.63 -1.70 -0.35  0.25
9 H -3.43 -0.23 -0.18  0.28
10 H 0.49 2.35 0.00  0.42
11 H 2.54 -0.61 1.19  0.13

(3)
Entry from OMol25: the molecule C3H4N2OS (ωB97M-V/def2-TZVPD).

## Properties
SMILES: [H]/N=C/N(C=O)C=S
frontier orbital gap: 8.25 eV
HOMO level: -8.65 eV
molecular weight: 116.1 g/mol

Last column: Mulliken charge in e.
Geometry (Å):
1 H 2.70 -1.11 0.00  0.26
2 N 1.66 -1.17 0.00  -0.54
3 C 1.12 -0.04 0.00  0.11
4 N -0.28 0.12 0.00  0.10
5 C -0.77 1.44 0.00  0.14
6 O -1.92 1.78 0.00  -0.44
7 C -1.08 -1.04 0.00  -0.20
8 S -2.69 -1.15 0.00  -0.20
9 H 1.64 0.92 0.00  0.21
10 H 0.09 2.17 0.00  0.19
11 H -0.45 -1.92 0.00  0.37

It comes down to (2), which is 17.7 kcal/mol more stable than the next structure.

(1)
Entry from OMol25: the molecule C3H4N2OS (ωB97M-V/def2-TZVPD).

## Properties
SMILES: [H]/N=c1\o[nH]cc1S
frontier orbital gap: 9.16 eV
HOMO level: -8.40 eV
molecular weight: 116.1 g/mol

Last column: Mulliken charge in e.
Geometry (Å):
1 H 0.84 2.58 -0.17  0.27
2 N -0.01 2.06 -0.03  -0.64
3 C 0.25 0.85 -0.05  0.47
4 O 1.54 0.26 0.02  -0.26
5 N 1.42 -1.11 -0.16  -0.18
6 C 0.04 -1.39 -0.05  -0.45
7 C -0.71 -0.29 -0.07  0.21
8 S -2.49 -0.21 -0.02  -0.25
9 H 1.94 -1.49 0.60  0.25
10 H -0.33 -2.41 -0.06  0.40
11 H -2.49 1.15 -0.01  0.18

(2)
Entry from OMol25: a cluster of 2 separate species, C3H4N2OS in total (ωB97M-V/def2-TZVPD).

## Properties
SMILES: N=C=CS.N=C=O
frontier orbital gap: 9.25 eV
HOMO level: -8.70 eV
molecular weight: 116.1 g/mol

Last column: Mulliken charge in e.
Geometry (Å):
1 N -0.88 -1.32 -1.50  -0.55
2 C 0.06 -0.69 -1.02  0.55
3 C 1.09 -0.11 -0.42  -0.79
4 S 1.64 1.46 -1.07  -0.22
5 H -1.93 -0.94 -1.39  0.35
6 H 1.43 -0.42 0.48  0.53
7 H 2.36 1.21 -2.18  0.12
8 N -0.33 0.22 2.23  -0.53
9 C -1.22 0.41 1.39  0.73
10 O -1.95 0.58 0.48  -0.45
11 H -0.25 -0.40 3.00  0.26

(3)
Entry from OMol25: the molecule C3H4N2OS (ωB97M-V/def2-TZVPD).

## Properties
frontier orbital gap (alpha / beta): 7.38 / 7.40 eV
HOMO level (alpha / beta): -8.03 / -8.04 eV
molecular weight: 116.1 g/mol

Last column: Mulliken charge in e.
Geometry (Å):
1 C -0.93 -1.68 -0.09  -0.15
2 C 1.12 -0.23 0.04  -0.09
3 C -1.15 0.60 -0.07  -0.24
4 N -1.66 -0.73 -0.08  -0.26
5 N 0.27 0.76 0.36  -0.19
6 O 3.39 0.86 -0.11  -0.54
7 S 2.70 -0.44 -0.29  0.22
8 H -1.22 -2.67 -0.27  0.36
9 H -1.07 0.79 -1.20  0.25
10 H -1.73 1.30 0.54  0.37
11 H 0.27 1.44 1.18  0.28

It comes down to (2), which is 2.1 kcal/mol more stable than the next structure.

(1)
Entry from OMol25: the molecule C4H6N2O2 (ωB97M-V/def2-TZVPD).

## Properties
frontier orbital gap: 7.73 eV
HOMO level: -7.97 eV
molecular weight: 114.1 g/mol

Last column: Mulliken charge in e.
Geometry (Å):
1 C -0.03 -0.08 -0.73  0.26
2 C -0.60 -0.92 0.32  0.27
3 N -0.88 0.61 -1.51  -0.36
4 C 1.08 0.61 -0.08  -0.31
5 C -0.08 0.50 1.24  0.15
6 O 2.27 -0.08 0.16  -0.52
7 N -1.16 -2.00 0.56  -0.68
8 O -0.87 1.42 1.49  -0.66
9 H 2.09 -0.97 0.47  0.35
10 H -1.86 0.39 -1.49  0.26
11 H -0.64 1.55 -1.78  0.23
12 H -1.20 -2.63 -0.25  0.26
13 H 1.30 1.62 -0.40  0.41
14 H 0.57 0.00 1.99  0.34

(2)
Entry from OMol25: a structure of composition C4H6N2O2 (ωB97M-V/def2-TZVPD).

## Properties
frontier orbital gap: 10.09 eV
HOMO level: -9.25 eV
molecular weight: 114.1 g/mol

Last column: Mulliken charge in e.
Geometry (Å):
1 C 0.10 -1.29 -0.21  0.29
2 C 0.09 0.51 1.20  -0.54
3 C 0.24 0.28 -0.32  0.95
4 C -0.61 1.05 -1.23  -0.74
5 H 0.51 -2.59 1.29  0.27
6 H -1.09 0.52 1.40  0.25
7 H 0.55 1.58 1.97  0.25
8 H -1.24 0.60 -1.87  0.34
9 H -1.11 1.84 -0.69  0.25
10 H 1.23 0.61 -1.98  0.28
11 N 0.25 -1.67 1.09  -0.07
12 N 0.80 1.13 -1.28  -0.62
13 O -0.31 -1.96 -1.22  -0.64
14 O 0.58 -0.61 1.86  -0.26

It comes down to (1), which is 19.7 kcal/mol more stable than the next structure.